Entry from the Open Molecules 2025 dataset: an isolated molecule of C7H9NO2S at a distorted geometry (wB97M-V/def2-TZVPD).

E_HOMO	-8.472	eV
energy relative to the best compared isomer or geometry (same formula, charge and spin)	111.5	kcal/mol
DFT total energy	-875.37369	hartree
LUMO energy	0.32	eV
frontier orbital gap	8.79	eV
net charge	0
SMILES	C=CC[C@@]1([N+](=O)[O-])CC=CS1

XYZ file:
```
20
Properties=species:S:1:pos:R:3:forces:R:3
C 2.7349 0.5928 -0.0846 -0.17 0.65 -1.44
C 2.3843 0.8340 1.2012 -1.52 -2.27 -4.48
C -2.7580 -0.2923 1.2391 -0.15 0.80 -0.35
C -1.9798 -0.9664 0.4251 0.84 0.66 -0.49
C 1.5962 -0.0110 -0.9663 0.02 -0.26 0.85
C 0.5768 -0.5969 -0.0308 -1.93 2.78 2.16
C -0.9480 -0.2470 -0.3662 1.86 -1.80 -2.37
N 0.7066 -2.0762 0.0917 0.43 1.45 0.71
O 1.0325 -2.7048 -0.8704 0.08 -0.97 -1.24
O 0.4991 -2.4852 1.1881 -0.56 -1.66 1.35
S 0.8326 0.2352 1.6938 -0.06 -0.75 -1.01
H 3.6767 0.9239 -0.6530 -1.43 -0.47 1.44
H 2.9490 1.3307 1.8458 2.39 1.96 2.83
H -3.5771 -0.7946 1.7575 0.36 0.63 0.22
H -2.5198 0.7919 1.2059 -1.04 -0.62 0.73
H -1.9906 -1.9983 0.3690 -0.35 -2.08 -0.19
H 1.0317 0.6501 -1.6467 0.80 0.31 0.28
H 1.8369 -0.9038 -1.5320 0.83 0.25 -0.58
H -0.8912 -0.3929 -1.5122 -1.03 -0.18 1.54
H -1.1931 0.7637 -0.2131 0.65 1.57 0.05
```
Forces are in eV/Å.



Entry from the Open Molecules 2025 dataset: a structure of composition C29H81F3HfN5O16S at a distorted geometry (wB97M-V/def2-TZVPD).

E_HOMO	-13.830	eV
DFT total energy	-3375.86247	hartree
LUMO energy	-11.66	eV
frontier orbital gap	2.17	eV
net charge	+3

XYZ file:
```
136
Properties=species:S:1:pos:R:3:forces:R:3
Hf 2.0191 1.4206 2.8171 -4.66 0.76 -6.08
C 0.2165 -0.6082 -1.1526 0.62 1.19 -0.38
F 0.8451 -1.7180 -0.8375 -0.09 -0.43 0.53
F -0.0289 -0.6057 -2.4381 -0.31 0.11 -0.09
F -0.9009 -0.4309 -0.4674 -0.20 -0.42 0.37
S 1.3114 0.8615 -0.7909 0.42 0.24 -1.56
O 2.6454 0.5081 -1.2278 -0.23 0.16 0.15
O 0.6358 1.9609 -1.4396 0.67 -0.62 1.17
O 1.2969 0.9509 0.6967 0.19 0.66 2.33
C -1.0950 2.6461 1.2149 -0.68 0.23 -1.91
O -0.5422 1.9197 2.3181 0.56 0.34 0.51
H -1.4843 1.9883 0.4327 0.15 -0.41 0.33
H -1.9721 3.2286 1.5029 0.31 0.21 0.43
H -0.3822 3.2514 0.6572 0.34 0.07 0.65
H -1.3554 1.4660 2.6289 0.11 -0.60 -0.11
C 5.3241 -1.4006 -0.8862 -0.13 -0.24 -0.86
O 5.0766 -1.5916 0.5068 0.23 0.02 0.12
H 5.3504 -0.3326 -1.0952 -0.12 0.04 0.00
H 6.2573 -1.8273 -1.2601 0.18 0.05 0.51
H 4.5465 -1.8731 -1.4925 -0.17 0.24 0.11
H 5.4194 -2.4649 0.7307 -0.06 0.08 0.16
C 6.2775 1.8502 1.2014 0.76 -0.23 0.04
C 4.8319 2.3241 1.0924 1.24 1.19 -0.10
C 4.6356 2.9166 -0.2921 -0.91 -0.35 0.45
O 3.2929 3.4319 -0.3594 0.97 -0.15 -1.54
C 3.0422 4.0347 -1.6566 -0.09 0.23 0.11
N 3.9004 1.1275 1.3554 1.72 0.35 0.65
H 7.0193 2.6466 1.1236 -0.34 0.29 -0.08
H 6.5429 1.1480 0.4076 -0.21 -0.10 -0.05
H 6.5327 1.3613 2.1467 -0.37 -0.01 0.06
H 4.7218 3.1742 1.7748 -0.49 -0.51 0.49
H 4.7727 2.0918 -0.9978 -0.15 0.34 -0.45
H 5.2981 3.7553 -0.4995 0.44 -0.26 0.12
H 3.3765 3.3319 -2.4160 -0.09 0.07 -0.15
H 3.5816 4.9807 -1.7103 0.07 -0.07 -0.14
H 1.9745 4.2149 -1.7453 0.00 -0.11 0.02
H 4.6867 0.4803 1.5344 -0.82 -0.73 0.75
H 3.6986 0.7752 0.3979 -1.10 0.10 0.21
C -4.4000 0.1939 0.1564 -0.91 1.03 -0.73
C -4.3989 1.0961 1.3760 0.51 0.36 -0.41
C -5.7180 1.1652 2.1225 -0.67 0.20 -0.08
O -5.5808 2.1633 3.1151 0.34 -0.41 -0.13
C -6.7250 2.4087 3.9267 -0.38 -0.66 -0.22
N -3.2826 0.6719 2.2444 0.67 -0.37 0.94
H -3.4533 0.2325 -0.3827 0.30 -0.61 0.56
H -5.0358 0.6546 -0.6095 -0.41 -0.16 0.27
H -4.8272 -0.7865 0.3647 0.49 -0.25 -0.12
H -4.1235 2.1016 1.0423 -0.31 0.10 0.06
H -6.0243 0.1891 2.5241 0.48 -0.12 0.41
H -6.5747 1.3871 1.4767 0.28 0.35 -0.43
H -7.2401 3.3122 3.6015 0.34 0.32 0.38
H -6.3712 2.3779 4.9543 -0.28 0.58 0.10
H -7.4941 1.6328 3.8404 0.29 -0.26 -0.11
H -3.2883 1.1867 3.1269 -0.78 0.06 -0.07
H -3.4947 -0.2908 2.5085 0.22 0.00 0.04
C 3.2835 1.6710 -5.2366 0.58 -0.34 0.50
C 2.9720 0.3087 -5.8333 -1.20 0.12 0.73
C 2.4158 -0.5954 -4.7052 0.11 0.24 0.29
O 2.0109 -1.8163 -5.2753 -0.07 0.00 0.26
C 1.1305 -2.5777 -4.4757 0.81 -0.56 -0.35
N 1.9599 0.4472 -6.9008 0.51 -0.80 0.57
H 3.6266 2.3760 -5.9893 -0.10 0.06 0.02
H 4.0590 1.5521 -4.4697 0.23 0.08 -0.16
H 2.4255 2.0651 -4.6842 -0.26 0.11 -0.39
H 3.8475 -0.1960 -6.2395 0.12 0.23 -0.15
H 1.5960 -0.0844 -4.1771 -0.44 0.08 -0.57
H 3.1062 -0.7461 -3.8581 0.54 -0.27 -0.32
H 0.9635 -3.5145 -5.0061 -0.39 0.21 -0.27
H 0.2055 -2.0393 -4.2834 -0.13 -0.12 0.06
H 1.6239 -2.9225 -3.5569 -0.07 0.48 0.34
H 1.1138 0.8334 -6.4847 0.06 0.19 -0.06
H 1.7238 -0.5312 -7.0724 -0.25 0.27 -0.59
C -5.5897 -4.2195 0.8880 0.75 1.46 -0.97
C -4.3802 -4.9366 0.2405 -1.98 -1.09 0.88
C -3.3409 -4.0229 -0.3628 -0.22 -0.29 -0.30
O -3.8534 -3.4442 -1.5491 0.23 0.23 0.65
C -2.9692 -2.4844 -2.0467 -0.05 0.61 -0.59
N -3.8171 -5.7945 1.2915 0.89 0.26 -0.13
H -6.4966 -4.8174 0.8671 0.17 -0.28 0.56
H -5.8511 -3.3565 0.2617 0.04 -0.05 -0.07
H -5.3084 -3.7976 1.8541 -0.27 -0.37 0.28
H -4.9329 -5.5518 -0.4788 0.92 0.07 -0.81
H -2.4135 -4.5244 -0.6669 0.01 -0.38 0.41
H -3.0915 -3.2787 0.4105 0.05 0.31 -0.14
H -1.9472 -2.8336 -2.2494 -0.09 -0.53 0.06
H -2.8578 -1.6204 -1.3803 -0.23 -0.07 0.13
H -3.3829 -2.1349 -2.9914 0.03 0.05 -0.01
H -4.5262 -6.4200 1.6514 -0.07 0.07 0.04
H -3.0762 -6.3842 0.9244 -0.11 -0.04 -0.07
C -1.1544 -1.0327 5.3070 -0.71 0.95 0.39
C 0.1068 -0.7525 4.5115 -0.15 -1.64 0.14
C -0.0164 -1.2369 3.0904 -0.69 1.67 -0.05
O 1.1829 -0.8106 2.3965 0.81 -0.10 1.45
C 1.9642 -1.9499 1.9324 0.25 0.10 -0.95
N 0.4798 0.7007 4.5051 0.21 -0.73 1.49
H -2.0382 -0.4871 4.9497 0.12 -0.16 -0.53
H -1.0929 -0.6564 6.3329 0.39 -0.41 0.10
H -1.4042 -2.0911 5.3196 0.12 -0.02 0.06
H 0.8990 -1.2932 5.0399 0.25 0.03 -0.35
H -0.8082 -0.6868 2.5681 -0.19 -0.08 0.17
H -0.2991 -2.2845 3.0142 0.77 -0.21 -0.12
H 1.3102 -2.5589 1.3098 0.12 -0.12 0.12
H 2.3678 -2.5410 2.7543 0.00 0.21 0.08
H 2.7363 -1.5246 1.2883 0.18 -0.30 0.16
H 0.8057 0.7803 5.4783 0.35 0.43 -0.21
H -0.4518 1.1139 4.6290 0.40 0.87 -0.82
C -2.3972 3.0902 -2.6347 -0.10 0.09 -0.56
C -1.1647 3.7557 -3.2384 0.05 0.01 0.88
O -0.3302 2.7613 -3.7957 0.23 -0.03 -0.39
O -3.3308 4.0609 -2.2129 0.29 0.42 0.46
H -2.0407 2.4730 -1.7977 -0.26 -0.29 -0.09
H -2.8498 2.4983 -3.4373 0.22 -0.38 0.24
H -0.5823 4.2410 -2.4409 -0.33 0.38 -0.02
H -1.4756 4.5143 -3.9569 0.22 -0.19 -0.22
H 0.2712 2.4718 -3.0916 -0.46 0.08 -0.60
H -4.1661 3.6460 -1.9853 -0.04 -0.05 -0.14
C 0.6545 -5.7505 -0.2358 -0.41 -1.21 0.19
C 0.5012 -5.0355 -1.5649 -0.10 -0.05 -0.31
O -0.4536 -5.7207 -2.3879 0.36 0.50 0.57
O 1.6244 -5.1224 0.5914 0.28 0.70 -0.09
H 0.8973 -6.8030 -0.4290 0.39 0.15 -0.10
H -0.2840 -5.8360 0.3269 -0.25 0.46 -0.40
H 1.4201 -5.0118 -2.1554 0.40 0.08 0.61
H 0.2158 -3.9938 -1.3907 -0.28 -0.05 -0.10
H 0.0742 -6.0229 -3.1310 -0.46 -0.29 -0.22
H 1.5914 -5.5200 1.4645 0.01 -0.25 -0.06
C 1.6243 4.6630 2.0735 1.00 0.56 0.27
C 0.7983 4.4906 3.3281 -1.12 0.46 -0.22
O 1.2138 3.3436 4.1334 1.21 -0.61 -0.98
O 2.1364 3.4043 1.5866 -1.85 -1.17 4.21
H 2.5001 5.3034 2.2346 -0.12 -0.07 0.30
H 1.0814 5.1438 1.2554 -0.43 -0.14 0.31
H -0.2480 4.3288 3.0692 0.07 -0.12 0.04
H 0.8379 5.3656 3.9752 0.20 0.11 -0.20
H 1.0416 3.5870 5.0543 0.23 -0.39 0.06
H 2.6849 3.6865 0.7869 0.77 -1.02 -1.55
```
Forces are in eV/Å.



Entry from the Open Molecules 2025 dataset: a structure of composition C13H52O13 at a distorted geometry (wB97M-V/def2-TZVPD).

E_HOMO	-9.544	eV
energy relative to the best compared isomer or geometry (same formula, charge and spin)	53.3	kcal/mol
DFT total energy	-1504.35962	hartree
LUMO energy	0.52	eV
frontier orbital gap	10.06	eV
net charge	0

XYZ file:
```
78
Properties=species:S:1:pos:R:3:forces:R:3
C 0.1545 -4.3485 0.9157 0.35 0.52 0.93
O 0.6353 -3.0554 0.5296 -0.13 -0.43 -0.68
H 0.2926 -5.0767 0.1228 -0.02 0.18 -0.21
H 0.7498 -4.6497 1.7838 -0.13 -0.35 -0.09
H -0.8894 -4.3033 1.2305 -0.06 -0.05 -0.21
H 0.7333 -2.5041 1.3267 0.38 0.09 0.23
C -2.9271 3.2804 -2.2909 -0.57 0.43 0.15
O -2.6326 4.0921 -3.4404 0.08 -0.76 0.26
H -4.0019 3.0797 -2.2641 0.03 0.10 0.28
H -2.4763 2.2859 -2.2539 0.45 0.23 -0.54
H -2.6202 3.8416 -1.4047 -0.10 -0.19 0.14
H -3.4875 4.4087 -3.7347 0.09 0.15 -0.26
C 0.6300 3.2015 -2.9061 0.00 -0.47 1.14
O 1.3634 2.2158 -2.1493 0.23 0.07 -0.39
H -0.2019 3.5042 -2.2654 -0.19 0.19 -0.44
H 1.2846 4.0608 -3.0293 0.00 -0.07 -0.31
H 0.2781 2.7768 -3.8438 0.00 0.30 -0.13
H 0.9975 1.3528 -2.3597 -0.04 0.01 -0.03
C -0.0553 1.4540 4.3233 1.13 0.29 -0.19
O -1.1677 2.1066 4.9146 -0.52 -0.52 -0.64
H 0.4312 0.8197 5.0681 0.25 0.13 -0.08
H -0.2616 0.8117 3.4617 -0.94 -0.01 0.28
H 0.6410 2.1721 3.8783 0.17 0.07 0.44
H -0.9046 2.9400 5.3042 0.18 0.04 0.01
C -2.1182 2.8449 1.5806 0.11 -0.50 0.59
O -1.5841 4.1565 1.5608 -0.37 0.15 -0.08
H -1.2667 2.2042 1.8136 -0.11 -0.13 -0.34
H -2.8344 2.6547 2.3893 0.01 0.37 0.03
H -2.6065 2.5329 0.6532 0.24 0.12 -0.16
H -2.3120 4.7848 1.5125 0.08 -0.01 -0.01
C 2.6613 1.6163 0.7924 -0.25 -0.26 -0.44
O 3.1271 0.4542 1.4836 0.20 0.49 -0.01
H 2.4099 1.4239 -0.2551 0.24 -0.19 0.17
H 1.7233 1.8987 1.2679 0.21 0.40 0.15
H 3.4125 2.4074 0.7716 -0.16 0.15 0.42
H 3.9584 0.2090 1.0612 -0.21 -0.53 -0.09
C 3.3924 -3.6499 -2.0650 0.64 -0.41 -0.98
O 2.3817 -2.7269 -1.6774 -2.18 -2.97 -0.74
H 4.3775 -3.2440 -1.8207 -0.19 -0.11 0.18
H 3.2930 -4.6494 -1.6387 -0.24 0.20 0.29
H 3.3602 -3.7862 -3.1495 -0.14 0.12 0.05
H 1.9417 -3.0911 -0.8887 -0.40 0.24 0.04
C -0.2391 0.1859 -0.1238 -0.22 -0.25 -0.44
O -0.7135 -0.9715 -0.8159 0.18 0.23 0.12
H -0.3483 0.0532 0.9564 0.09 0.14 0.04
H 0.8017 0.3633 -0.3949 -0.09 0.05 0.25
H -0.8353 1.0333 -0.4586 0.02 0.06 0.11
H -0.0943 -1.6684 -0.5466 -0.49 -0.42 -0.15
C 2.0787 -1.8730 3.7848 -0.69 0.28 0.95
O 1.4414 -1.4269 2.5951 0.20 -0.26 0.07
H 1.6564 -1.3175 4.6325 0.17 0.03 -0.01
H 1.8339 -2.9128 4.0019 0.08 -0.10 -0.40
H 3.1590 -1.7350 3.8149 0.03 -0.03 -0.40
H 1.9921 -0.7113 2.2314 0.13 0.07 -0.34
C -3.0803 -0.6949 3.8487 -0.57 0.92 -0.40
O -2.3735 -0.5457 5.0649 0.00 -0.02 -0.34
H -2.4179 -0.5653 2.9833 -0.02 -0.45 -0.02
H -3.6504 -1.6204 3.7970 0.52 -0.31 0.19
H -3.8565 0.0808 3.7244 0.18 0.03 0.19
H -1.9266 0.3115 4.9800 -0.32 -0.21 0.50
C -4.1977 -1.8247 -2.0632 -0.12 -0.20 -0.22
O -3.6874 -0.7665 -1.2950 -0.15 0.44 0.40
H -4.0158 -1.6651 -3.1316 -0.03 -0.06 -0.01
H -3.8195 -2.8170 -1.7962 0.23 0.13 0.13
H -5.2751 -1.8587 -1.8937 0.01 0.09 -0.09
H -2.7488 -0.8552 -1.0980 0.27 -0.40 -0.19
C -0.9311 -0.2959 -4.1096 -0.76 -1.08 0.40
O -0.5006 -0.1890 -5.4526 0.13 0.46 0.21
H -1.7770 0.3517 -3.8803 0.25 0.46 -0.41
H -1.3504 -1.2978 -3.9479 0.18 -0.06 0.17
H -0.1613 -0.1638 -3.3467 0.20 0.17 -0.18
H 0.2408 -0.7931 -5.5475 -0.01 0.03 -0.13
C 4.3865 -0.5074 -1.9740 -0.46 0.37 0.37
O 3.8517 -1.2569 -0.9050 2.93 2.93 1.55
H 3.7231 0.3143 -2.2819 -0.22 -0.29 -0.24
H 5.2803 0.0358 -1.6571 0.25 -0.45 0.07
H 4.6092 -1.1580 -2.8242 0.15 0.19 -0.20
H 3.0633 -1.7447 -1.1802 -0.16 0.42 -0.25
```
Forces are in eV/Å.